No. 1
Here is the molecule C20H17N3O3 at a distorted geometry from the OMol25 dataset. Energies are from wB97M-V/def2-TZVPD.

Positions of all 43 atoms, in Å:
O: -1.0688 -1.0410 -1.6632
C: -1.1754 0.0833 -1.1891
N: -2.3524 0.7399 -1.1424
C: -3.5920 0.1212 -1.5656
C: -4.4389 -0.2797 -0.3875
C: -3.9559 -1.1818 0.5556
C: -4.7519 -1.5158 1.6369
C: -6.0068 -0.9312 1.7344
N: -6.4761 -0.0742 0.8453
C: -5.7109 0.2421 -0.1836
H: -6.1406 0.9468 -0.8852
H: -6.6688 -1.1569 2.5599
H: -4.4086 -2.2129 2.3852
H: -2.9726 -1.6130 0.4335
H: -4.1396 0.8151 -2.2102
H: -3.3101 -0.7644 -2.1436
H: -2.4231 1.6072 -0.6370
C: 0.0377 0.7810 -0.6680
C: 0.0974 2.0920 -0.3489
C: 1.2602 2.8708 -0.0571
C: 2.6060 2.7107 -0.3104
C: 3.2376 3.8849 0.1425
C: 2.2461 4.6795 0.6367
O: 1.0535 4.0870 0.5094
H: 2.2660 5.6517 1.0887
H: 4.2845 4.1072 0.1095
H: 3.0758 1.8776 -0.7895
H: -0.8138 2.6731 -0.3151
N: 1.1121 -0.1043 -0.6231
C: 2.0159 -0.2183 0.3976
O: 2.0904 0.5752 1.3135
C: 2.9456 -1.3760 0.2599
C: 2.5797 -2.5899 -0.3151
C: 3.4960 -3.6241 -0.3882
C: 4.7799 -3.4584 0.1044
C: 5.1459 -2.2572 0.6897
C: 4.2310 -1.2252 0.7746
H: 4.4922 -0.2852 1.2376
H: 6.1432 -2.1279 1.0831
H: 5.4914 -4.2683 0.0393
H: 3.2051 -4.5657 -0.8302
H: 1.5756 -2.7525 -0.6813
H: 0.9376 -0.9226 -1.2031

Output
* LUMO level: 0.1 eV
* DFT total energy: -31628.70185 eV
* energy above the lowest of the compared OMol25 structures with the same formula, charge and spin: 1.565 eV
* HOMO-LUMO gap: 8.02 eV
* HOMO: -7.9 eV

No. 2
Here is the ion C5H10N with charge +1 at a distorted geometry from the OMol25 dataset. Energies are from wB97M-V/def2-TZVPD.

Positions of all 16 atoms, in Å:
C: -1.6377 -0.0302 -0.7289
C: -1.5728 -0.0821 0.7694
C: 0.6294 1.2565 -0.0262
C: 1.8722 -0.0692 0.0430
C: -0.3240 0.0779 -0.0293
N: 0.7104 -1.0042 -0.0686
H: -1.8749 -0.9314 -1.2726
H: -2.0271 0.8663 -1.1868
H: -1.9237 0.7657 1.3335
H: -1.7549 -1.0264 1.2594
H: 0.6324 1.8847 0.8499
H: 0.7113 1.8094 -0.9503
H: 2.5397 -0.0665 -0.8045
H: 2.3787 -0.1022 0.9966
H: 0.7134 -1.5568 -0.9337
H: 0.6408 -1.6674 0.7111

Output
* LUMO level: -3.4 eV
* charge: +1
* DFT total energy: -6828.56547 eV
* energy above the lowest of the compared OMol25 structures with the same formula, charge and spin: 1.636 eV
* HOMO-LUMO gap: 11.88 eV
* HOMO: -15.2 eV

No. 3
Here is a cluster of 8 separate species, C16H32Br16 in total at a distorted geometry from the OMol25 dataset. Energies are from wB97M-V/def2-TZVPD.

Positions of all 64 atoms, in Å:
Br: -2.2997 -4.9185 0.1304
C: -0.4837 -5.3069 0.6142
C: -0.5037 -6.0656 1.9257
Br: 1.3493 -6.4535 2.4692
H: 0.0223 -4.3528 0.6648
H: -0.0425 -5.9610 -0.1339
H: -0.9877 -7.0264 1.7956
H: -0.9252 -5.4638 2.7247
Br: -6.5045 -2.8594 2.5018
C: -5.4517 -1.2067 2.8418
C: -4.2545 -1.0464 1.9509
Br: -4.8026 -1.0859 0.0527
H: -5.2077 -1.2764 3.8983
H: -6.1639 -0.3944 2.7030
H: -3.6738 -1.9432 2.1909
H: -3.5976 -0.2010 2.1358
Br: 3.6529 1.2555 -0.3719
C: 3.9228 2.4870 -1.8767
C: 4.5463 3.7924 -1.3666
Br: 6.4779 3.5824 -1.0026
H: 2.9825 2.6007 -2.4050
H: 4.6742 2.0413 -2.5241
H: 4.0321 4.1029 -0.4630
H: 4.4651 4.5770 -2.1142
Br: -0.4421 -1.5067 -0.5447
C: -0.3059 0.4453 -0.7686
C: -1.3969 1.1461 0.0195
Br: -0.8478 1.1837 1.9270
H: -0.5252 0.6236 -1.8195
H: 0.6984 0.7332 -0.4809
H: -2.2833 0.5201 0.0619
H: -1.6101 2.1780 -0.2331
Br: 2.8146 -4.0476 -0.5932
C: 3.0926 -2.2439 -1.3127
C: 2.6312 -2.3348 -2.7473
Br: 3.1404 -0.7096 -3.7531
H: 4.1660 -2.0983 -1.2512
H: 2.5382 -1.5397 -0.7065
H: 1.5525 -2.4578 -2.7999
H: 3.0997 -3.1290 -3.3168
Br: 1.6359 -3.0696 2.4762
C: 0.7249 -2.2867 4.0242
C: -0.6890 -2.0369 3.5678
Br: -1.5938 -0.8768 4.8523
H: 1.2670 -1.3920 4.3230
H: 0.7074 -2.9105 4.9175
H: -1.1658 -3.0134 3.4867
H: -0.7551 -1.5358 2.6074
Br: -1.5662 1.4887 -4.4111
C: -2.3393 2.5804 -5.8495
C: -1.3200 2.9922 -6.9029
Br: -2.2502 4.0934 -8.2846
H: -2.8747 3.4437 -5.4595
H: -3.1332 1.9977 -6.3127
H: -0.9630 2.1213 -7.4406
H: -0.5112 3.5812 -6.4872
Br: 0.0117 4.6819 4.9930
C: 0.3168 4.4454 3.0604
C: 1.5090 5.3006 2.6931
Br: 1.7771 5.1727 0.7025
H: -0.5568 4.7857 2.5158
H: 0.5216 3.3974 2.8682
H: 2.4413 5.0546 3.1864
H: 1.2568 6.3450 2.8510

Output
* LUMO level: -0.1 eV
* DFT total energy: -1137791.87004 eV
* energy above the lowest of the compared OMol25 structures with the same formula, charge and spin: 0.909 eV
* HOMO-LUMO gap: 9.56 eV
* HOMO: -9.6 eV

No. 4
Here is a structure of composition C2H2O2Tb at a distorted geometry from the OMol25 dataset. Energies are from wB97M-V/def2-TZVPD.

Positions of all 7 atoms, in Å:
H: 0.8672 1.3047 0.3540
O: -1.3185 0.0375 -0.4740
C: -0.3898 0.4781 0.4302
C: 0.9342 -0.0508 0.3839
O: 1.2088 -0.8845 -0.6083
H: -0.7406 0.7325 1.4450
Tb: -0.5614 -1.6174 -1.5308

Output
* LUMO level (spin up / spin down): -6.2 / -5.0 eV
* charge: +1
* spin multiplicity: 7
* DFT total energy: -28624.52725 eV
* energy above the lowest of the compared OMol25 structures with the same formula, charge and spin: 0.914 eV
* HOMO-LUMO gap (spin up / spin down): 7.03 / 7.19 eV
* HOMO (spin up / spin down): -13.3 / -12.2 eV

No. 5
Here is a cluster of 2 separate species, C2H5S in total from the OMol25 dataset. Energies are from wB97M-V/def2-TZVPD.

Positions of all 8 atoms, in Å:
S: 1.1194 -0.5419 1.5921
H: 1.1148 -1.1483 0.3956
C: -1.2050 -0.0559 -1.5119
C: -1.2258 1.2557 -1.6995
H: -0.6567 -0.4752 -0.6755
H: -1.7307 -0.7341 -2.1827
H: -0.6955 1.9103 -1.0266
H: -1.7826 1.6661 -2.5395

Output
* LUMO level: 4.2 eV
* charge: -1
* DFT total energy: -12990.28102 eV
* energy above the lowest of the compared OMol25 structures with the same formula, charge and spin: 0.635 eV
* HOMO-LUMO gap: 6.64 eV
* HOMO: -2.5 eV

No. 6
Here is a structure of composition C7H14N2 at a distorted geometry from the OMol25 dataset. Energies are from wB97M-V/def2-TZVPD.

Positions of all 23 atoms, in Å:
C: 0.5076 0.8047 1.1588
C: -0.3411 2.0301 0.9648
C: -1.3875 -0.0787 -1.3172
C: 0.0852 -0.5571 0.7542
C: -0.7095 -0.9620 -0.3169
N: 0.6971 -1.5367 1.6027
N: -1.0264 -2.3021 -0.4787
C: 1.5532 0.3180 -0.2561
C: 1.6200 0.9966 -1.3973
H: 1.1800 0.7866 2.0143
H: 0.7204 -2.4830 1.2518
H: 0.3980 -1.4524 2.5649
H: -1.7399 -2.5286 -1.1560
H: -0.9471 -2.8962 0.3335
H: 2.4211 -0.2368 0.0808
H: -0.3174 2.4235 -0.0636
H: 0.0317 2.8382 1.5955
H: -1.3909 1.8398 1.1972
H: -1.0000 -0.2864 -2.3194
H: -2.4581 -0.2949 -1.3275
H: -1.2475 0.9740 -1.1229
H: 0.8025 1.5601 -1.8155
H: 2.5486 1.0433 -1.9472

Output
* LUMO level: 1.0 eV
* DFT total energy: -10462.64816 eV
* energy above the lowest of the compared OMol25 structures with the same formula, charge and spin: 3.719 eV
* HOMO-LUMO gap: 6.92 eV
* HOMO: -5.9 eV

- Among the records above, which one has the highest DFT total energy?
  C5H10N

- Among the records above, which one has the highest energy above the lowest of the compared OMol25 structures with the same formula, charge and spin?
  C7H14N2

- Which formula does entry 5 have?
  C2H5S